C17H29ClI2O10P2S | wB97M-V/def2-TZVPD

Values from the calculation:
E_LUMO: -0.30 eV
HOMO-LUMO gap: 0.318 Ha
strongest force on any atom: 0.008 hartree/bohr
net charge: 0
E_tot: -3554.14465 Ha

Structure (XYZ):
```
62
Properties=species:S:1:pos:R:3:nbo_charge:R:1
C 4.498 -6.062 -0.123 -0.65
C 4.934 -4.702 -0.627 -0.32
I 4.829 -3.280 1.000 0.09
C 4.251 -4.082 -1.839 -0.68
I 4.882 -4.973 -3.676 0.20
P 2.409 -3.759 -1.826 0.89
S 2.746 -1.489 -2.073 -0.49
C 1.314 -3.609 -0.342 -0.86
C 1.053 -2.241 0.240 0.60
O 1.631 -1.717 1.120 -0.49
Cl -0.416 -1.509 -0.460 -0.08
P 1.750 -6.001 -2.018 1.95
O 2.746 -7.022 -2.371 -1.10
O 0.912 -6.447 -0.703 -1.01
O 0.593 -5.772 -3.129 -1.01
H 4.645 -6.808 -0.903 0.26
H 5.111 -6.338 0.732 0.23
H 3.454 -6.087 0.189 0.21
H 5.995 -4.728 -0.859 0.24
H 4.650 -3.088 -1.969 0.27
H 1.782 -3.579 -3.062 0.05
H 3.649 -1.222 -1.119 0.14
H 0.358 -4.013 -0.666 0.28
H 1.733 -4.242 0.441 0.29
H -0.043 -6.389 -0.803 0.51
H 0.202 -6.615 -3.400 0.51
O -2.657 3.441 2.572 -0.58
C -1.699 2.946 2.048 0.79
O -1.246 1.720 2.412 -0.51
C -0.038 1.398 1.693 -0.07
C -0.072 2.276 0.450 -0.43
C -0.819 3.510 0.951 -0.53
H 0.815 1.622 2.337 0.18
H -0.054 0.336 1.472 0.21
H 0.918 2.482 0.049 0.23
H -0.655 1.784 -0.331 0.21
H -0.150 4.249 1.394 0.24
H -1.424 3.994 0.192 0.26
O -4.282 -3.680 0.818 -0.58
C -4.350 -2.532 1.154 0.79
O -3.568 -2.016 2.126 -0.49
C -3.925 -0.642 2.389 -0.08
C -4.620 -0.165 1.119 -0.43
C -5.273 -1.452 0.618 -0.53
H -4.589 -0.625 3.256 0.18
H -3.018 -0.091 2.622 0.22
H -5.313 0.652 1.301 0.23
H -3.873 0.178 0.400 0.21
H -6.261 -1.611 1.053 0.24
H -5.345 -1.526 -0.463 0.24
O -0.463 5.781 -0.999 -0.57
C -0.514 6.907 -0.598 0.80
O 0.293 7.348 0.396 -0.49
C -0.046 8.698 0.758 -0.07
C -0.760 9.271 -0.462 -0.43
C -1.436 8.028 -1.037 -0.53
H -0.694 8.662 1.637 0.18
H 0.873 9.218 1.017 0.20
H -1.443 10.079 -0.211 0.22
H -0.026 9.655 -1.173 0.21
H -2.416 7.846 -0.593 0.24
H -1.534 8.029 -2.119 0.24
```

---

C17H29LaN2 | wB97M-V/def2-TZVPD

Values from the calculation:
E_LUMO (spin up / spin down): -8.63 / -9.30 eV
HOMO-LUMO gap (spin up / spin down): 0.234 / 0.207 Ha
strongest force on any atom: 0.066 hartree/bohr
net charge: +2
E_tot: -805.59676 Ha

Structure (XYZ):
```
49
Properties=species:S:1:pos:R:3:lowdin_charge:R:1
C 0.108 -2.083 1.351 -0.20
H 0.361 -1.786 2.378 0.09
H -0.838 -2.636 1.298 0.08
H -1.077 0.370 1.674 -0.11
C 1.233 -2.696 0.542 -0.35
H 1.121 -2.497 -0.554 0.08
H 2.216 -2.262 0.821 0.12
C 1.239 -4.227 0.782 -0.06
H 2.039 -4.741 0.239 0.10
H 1.369 -4.426 1.854 0.10
H 0.281 -4.661 0.467 0.09
C -1.266 1.106 -1.970 -0.27
C -0.842 -0.172 -2.430 -0.31
C -1.612 -1.163 -1.745 -0.25
C -2.503 -0.492 -0.859 -0.28
C -2.284 0.907 -0.996 -0.31
C -2.998 1.973 -0.249 -0.02
C -3.469 -1.134 0.062 -0.01
C -1.496 -2.638 -1.888 0.01
C 0.293 -0.427 -3.354 -0.02
C -0.680 2.417 -2.353 0.01
La 0.032 0.012 0.128 1.81
H -3.703 -0.491 0.918 0.09
H -4.416 -1.331 -0.464 0.12
H -3.104 -2.099 0.435 0.08
H -3.455 1.580 0.668 0.09
H -2.330 2.804 0.024 0.09
H -3.810 2.398 -0.862 0.12
H 0.378 2.309 -2.628 0.09
H -1.181 2.880 -3.219 0.13
H -0.753 3.138 -1.528 0.08
H 0.664 -1.452 -3.239 0.08
H 0.033 -0.297 -4.417 0.12
H 1.125 0.262 -3.148 0.09
H -1.652 -3.154 -0.927 0.08
H -2.245 -3.047 -2.588 0.13
H -0.510 -2.932 -2.275 0.09
C 3.871 2.516 3.641 0.01
N 2.932 2.464 2.535 -0.11
C 2.649 3.516 1.655 -0.01
C 1.728 3.054 0.769 -0.09
N 1.461 1.702 1.076 -0.19
C 2.203 1.399 2.174 -0.14
H 4.884 2.730 3.286 0.11
H 3.587 3.290 4.362 0.11
H 3.865 1.543 4.139 0.10
H 3.133 4.479 1.749 0.14
H 1.212 3.542 -0.053 0.11
H 2.209 0.454 2.719 0.14
```